[1]
# C5H14N2O

C5H14N2O in the gas phase at a distorted geometry (wB97M-V/def2-TZVPD, the OMol25 dataset).

Summary:
- structure (SMILES) = NCCNCCCO
- orbital gap (eV) = 10.02
- energy above the lowest of the compared OMol25 structures with the same formula, charge and spin (eV) = 3.204
- charge = 0
- E_LUMO (eV) = 0.89

```
22
Properties=species:S:1:pos:R:3:forces:R:3
C -0.8804 1.2907 0.8004 -1.533 -0.741 2.507
N -1.0783 -0.0653 0.2548 -0.277 0.609 -1.573
C -0.9769 0.0122 -1.2562 0.700 -0.179 0.258
C -0.3601 -1.3472 -1.7059 0.940 0.079 -1.155
C 0.9640 -1.7157 -0.9169 -0.943 -0.748 -1.300
O 2.1023 -0.8721 -1.2346 -0.346 -2.073 -0.163
C 0.4940 1.5455 1.4028 2.747 -0.688 -0.882
N 0.9949 0.7208 2.5428 -4.917 1.899 1.596
H -1.6052 1.4233 1.6608 0.537 -0.098 -0.700
H -1.1287 2.1050 0.1248 -0.019 -0.017 -0.425
H -1.9522 -0.6128 0.5005 1.386 1.588 -0.186
H -0.3129 0.8650 -1.6275 -0.406 -1.078 1.075
H -1.9552 0.3407 -1.6775 0.413 -0.865 -0.067
H -0.0433 -1.4062 -2.7997 -0.527 0.595 1.148
H -1.0891 -2.1721 -1.6422 0.207 0.251 0.475
H 1.1322 -2.8173 -1.2073 0.594 1.826 0.131
H 0.7760 -1.7533 0.1435 -0.020 0.352 0.406
H 0.5525 2.5333 1.8634 -0.196 0.366 -0.817
H 1.3145 1.4093 0.6111 -1.137 0.689 0.752
H -0.0089 0.6645 3.0538 3.138 -0.259 -0.448
H 1.1314 -0.2061 2.2818 0.333 -2.055 -0.897
H 1.9294 0.0577 -1.1725 -0.675 0.545 0.265
```
Positions in Å, forces in eV/Å.

Results of the natural (NBO) charge analysis, in e, for atoms 1 through 5: number 1, C, carries -0.24; number 2, N, carries -0.67; number 3, C, carries -0.24; number 4, C, carries -0.44; number 5, C, carries -0.06

=====

[2]
# C5H14N2O2

A 2-piece molecular cluster, C5H14N2O2 overall at a distorted geometry (wB97M-V/def2-TZVPD, the OMol25 dataset).

Summary:
- structure (SMILES) = C/C=C(\N)O.C[C@H](N)O
- orbital gap (eV) = 8.44
- energy above the lowest of the compared OMol25 structures with the same formula, charge and spin (eV) = 2.231
- charge = 0
- E_LUMO (eV) = 0.87

```
23
Properties=species:S:1:pos:R:3:forces:R:3
C -0.9514 1.1449 -0.2732 1.406 -0.656 -0.678
C -1.8229 1.8533 0.7613 0.475 -0.545 0.200
N -0.3976 2.1467 -1.1546 -0.052 0.252 -0.115
O -1.7262 0.1605 -0.9686 -0.148 -0.211 0.011
H -2.5408 0.5657 -1.2952 0.101 0.003 0.078
H -0.1055 0.1186 1.7899 -0.107 -1.654 0.393
H -1.1249 2.6730 -1.6344 0.077 -0.018 0.085
H 0.1890 1.7190 -1.8599 -0.020 -0.040 0.000
H -2.2767 1.1291 1.4354 -0.004 -0.011 0.096
H -1.2320 2.5711 1.3243 -0.021 0.087 0.092
H -2.6413 2.3914 0.2714 0.121 0.007 -0.131
C 1.5065 -0.6484 0.2679 0.832 -1.107 0.730
C 2.3020 -1.2016 -0.8828 -0.095 -0.127 0.289
C 0.6886 -1.4260 1.0329 0.191 0.784 -1.304
N 0.4694 -2.7679 0.8602 -0.236 0.041 0.328
O -0.1368 -0.8707 1.9458 0.241 1.262 0.412
H -0.4081 -3.0989 1.2319 -0.022 0.008 -0.178
H 0.7325 -3.1594 -0.0283 0.082 0.018 0.049
H 1.9186 0.2348 0.7409 -0.382 0.297 -0.077
H 0.0334 0.4901 -0.0076 -2.550 1.684 0.040
H 2.7457 -0.3901 -1.4559 -0.015 -0.022 -0.101
H 3.1151 -1.8522 -0.5507 0.102 -0.058 -0.066
H 1.6637 -1.7830 -1.5510 0.024 0.007 -0.154
```
Positions in Å, forces in eV/Å.

Results of the natural (NBO) charge analysis, in e, for atoms 1 through 5: number 1, C, carries 0.16; number 2, C, carries -0.66; number 3, N, carries -0.85; number 4, O, carries -0.75; number 5, H, carries 0.45

=====

[3]
# C5H14N2O2

C5H14N2O2 in the gas phase at a distorted geometry (wB97M-V/def2-TZVPD, the OMol25 dataset).

Summary:
- structure (SMILES) = COC(N)(N)OC(C)C
- orbital gap (eV) = 10.72
- energy above the lowest of the compared OMol25 structures with the same formula, charge and spin (eV) = 1.478
- charge = 0
- E_LUMO (eV) = 0.99

```
23
Properties=species:S:1:pos:R:3:forces:R:3
C -1.6073 0.1517 -0.5519 0.246 1.966 0.213
C 2.4341 -0.7424 -0.3781 -0.081 0.116 0.125
C -1.2172 -0.8861 -1.5798 0.297 0.195 0.189
C -2.3225 -0.4547 0.6451 0.299 0.313 -0.024
O 1.2126 -0.0954 -0.6759 0.025 0.438 0.304
H -2.2624 0.8960 -1.0153 -0.131 -0.335 -0.022
H 2.8306 -1.0912 -1.3318 0.023 -0.047 0.120
H 3.1412 -0.0453 0.0802 0.041 -0.086 -0.035
H 2.2711 -1.5963 0.2880 0.065 -0.018 -0.041
H -2.4933 0.3049 1.4061 0.039 -0.024 0.108
H -3.3031 -0.8103 0.3280 0.006 -0.072 -0.123
H -0.6464 -1.6821 -1.1074 0.090 -0.041 -0.160
H -2.1265 -1.3174 -2.0007 -0.117 0.067 0.058
H -0.6405 -0.4317 -2.3805 0.064 -0.119 -0.038
H -1.7563 -1.2828 1.0635 -0.018 0.016 0.091
C 0.6629 0.7497 0.3331 1.215 -0.323 -0.265
N 1.5902 1.8588 0.5330 -0.236 -0.058 -0.155
N 0.4946 0.0085 1.5675 -0.251 -0.090 -0.140
O -0.5211 1.2218 -0.1658 -1.556 -1.954 -0.262
H 1.7718 2.2919 -0.3668 -0.069 0.005 -0.027
H 1.3980 -0.1785 1.9863 -0.021 0.122 -0.009
H 1.1327 2.5568 1.1101 0.074 -0.024 0.044
H -0.0432 0.5740 2.2131 -0.001 -0.046 0.050
```
Positions in Å, forces in eV/Å.

Results of the natural (NBO) charge analysis, in e, for atoms 1 through 5: number 1, C, carries 0.12; number 2, C, carries -0.27; number 3, C, carries -0.64; number 4, C, carries -0.64; number 5, O, carries -0.56

=====

[4]
# C5H14N2O2

C5H14N2O2 in the gas phase at a distorted geometry (wB97M-V/def2-TZVPD, the OMol25 dataset).

Summary:
- structure (SMILES) = CC(C)(N)[C@@](C)(O)ON
- orbital gap (eV) = 9.94
- energy above the lowest of the compared OMol25 structures with the same formula, charge and spin (eV) = 2.637
- charge = 0
- E_LUMO (eV) = 0.72

```
23
Properties=species:S:1:pos:R:3:forces:R:3
C -0.7854 0.1284 0.1340 0.757 -0.247 0.233
C -0.7455 1.0278 1.3826 0.228 -0.166 -0.325
C -1.5451 0.8435 -0.9869 0.490 -0.248 0.116
N -1.4605 -1.1392 0.3844 -0.240 -0.172 0.106
H 0.9978 1.2509 -1.2651 0.924 0.147 0.731
H -2.3709 -0.9725 0.8013 0.042 -0.035 -0.025
H -0.9197 -1.6850 1.0469 -0.035 0.024 0.082
H -1.7583 1.2943 1.6832 -0.068 -0.008 0.006
H -0.1922 1.9431 1.1805 0.008 0.116 0.039
H -0.2648 0.5027 2.2059 0.006 -0.027 0.071
H -2.5482 1.0905 -0.6429 -0.058 0.021 0.011
H -1.0536 1.7747 -1.2617 -0.015 0.197 -0.070
H -1.6286 0.2015 -1.8590 -0.061 -0.020 -0.104
C 0.7372 -1.2111 -1.4795 0.234 0.211 0.392
C 0.7236 -0.2759 -0.2707 -1.377 0.028 0.164
N 2.4426 -0.4656 1.4292 0.214 0.078 0.161
O 1.2714 -0.9815 0.8400 -0.085 -0.177 0.049
O 1.4775 0.8837 -0.4857 -0.732 0.421 -1.303
H 2.2367 0.4789 1.7547 0.018 -0.115 -0.163
H 3.1530 -0.3828 0.7008 -0.214 0.029 0.085
H 0.4413 -0.6787 -2.3796 -0.077 0.022 -0.138
H 1.7444 -1.5996 -1.6134 0.070 0.000 -0.028
H 0.0472 -2.0280 -1.2990 -0.025 -0.079 -0.088
```
Positions in Å, forces in eV/Å.

Results of the natural (NBO) charge analysis, in e, for atoms 1 through 5: number 1, C, carries 0.09; number 2, C, carries -0.64; number 3, C, carries -0.63; number 4, N, carries -0.85; number 5, H, carries 0.48

=====

[5]
# C5H14N2O2

A 2-piece molecular cluster, C5H14N2O2 overall at a distorted geometry (wB97M-V/def2-TZVPD, the OMol25 dataset).

Summary:
- orbital gap (spin up / spin down) (eV) = 11.82 / 6.58
- 2S+1 = 2
- energy above the lowest of the compared OMol25 structures with the same formula, charge and spin (eV) = 0.183
- charge = +1
- E_LUMO (spin up / spin down) (eV) = -3.38 / -8.42

```
23
Properties=species:S:1:pos:R:3:forces:R:3
N 2.0005 0.6735 -0.9893 -0.050 -0.809 -0.018
C 2.0348 -0.1367 0.1809 0.829 0.626 -0.515
C 1.2214 -1.4476 0.0145 -0.219 -1.134 -0.123
N -0.0062 -1.5377 0.4461 -0.566 0.242 -0.011
C -0.8587 -0.4552 0.9822 -0.214 -0.077 0.054
C -1.6118 0.3001 -0.1010 -0.173 -0.072 0.093
C -2.5703 -0.5793 -0.8983 0.373 -0.122 0.035
O 1.8307 -2.3728 -0.5309 0.244 0.519 0.169
H 2.8089 0.5625 -1.5880 0.048 0.126 -0.008
H 1.1547 0.5958 -1.5443 -0.051 0.314 0.115
H 1.6017 0.3822 1.0278 -0.391 -0.022 0.403
H 3.0579 -0.3866 0.4496 0.044 -0.067 -0.081
H -0.4785 -2.4119 0.2369 0.120 0.045 0.024
H -0.2682 0.2168 1.5867 0.204 0.150 0.108
H -1.5548 -0.9502 1.6569 -0.039 -0.039 0.023
H -2.1434 1.1222 0.3850 -0.018 -0.123 0.030
H -0.8974 0.7893 -0.7572 0.161 0.110 -0.212
H -2.0354 -1.3456 -1.4739 -0.095 0.096 0.076
H -3.2762 -1.0806 -0.2404 -0.094 -0.045 0.065
H -3.1352 0.0121 -1.6050 -0.138 0.123 -0.164
H 1.1712 3.3118 1.3911 -0.118 -0.135 -0.070
H 1.2114 2.2371 0.2853 0.093 0.444 -0.101
O 0.7428 2.5009 1.0853 0.050 -0.153 0.108
```
Positions in Å, forces in eV/Å.

Results of the natural (NBO) charge analysis, in e, for atoms 1 through 5: number 1, N, carries -0.70; number 2, C, carries -0.30; number 3, C, carries 0.63; number 4, N, carries -0.51; number 5, C, carries -0.23

=====

[6]
# C5H14N2O3

C5H14N2O3 in the gas phase at a distorted geometry (wB97M-V/def2-TZVPD, the OMol25 dataset).

Summary:
- structure (SMILES) = C[C@@](N)(O)C(O)[C@](C)(N)O
- orbital gap (eV) = 10.04
- energy above the lowest of the compared OMol25 structures with the same formula, charge and spin (eV) = 0.769
- charge = 0
- E_LUMO (eV) = 0.72

```
24
Properties=species:S:1:pos:R:3:forces:R:3
C 1.2263 -0.1380 0.0240 1.435 0.066 -1.869
C -1.3843 0.0229 0.4676 0.891 -0.553 -0.625
C -0.1472 -0.7941 -0.1849 -1.636 0.593 1.485
C 1.8841 0.2559 -1.3928 -0.496 -0.139 1.485
C -1.5882 1.4142 -0.1317 0.165 -0.147 0.272
N 2.0508 -1.1001 0.7395 -0.103 -0.228 0.161
N -1.1614 0.1282 1.8909 0.054 0.014 0.016
O 1.2195 1.0425 0.7605 0.165 0.424 0.060
O -2.5431 -0.7651 0.2266 -0.112 -0.123 0.033
O -0.4880 -1.1442 -1.4996 0.024 0.094 -0.512
H 0.7125 0.8970 1.5778 -0.106 -0.181 -0.089
H -2.4002 -1.2584 -0.5933 0.006 0.108 -0.015
H -0.4489 -0.3496 -2.0462 0.010 -0.078 -0.052
H -0.1411 -1.7462 0.3576 -0.029 0.119 -0.013
H 2.0984 -1.9805 0.2379 0.095 0.034 0.032
H 2.9883 -0.7342 0.8633 -0.034 -0.017 -0.072
H -1.9010 0.6754 2.3196 0.020 -0.031 -0.044
H -1.1904 -0.7965 2.3084 0.016 0.022 -0.021
H 1.8987 -0.5679 -2.1017 -0.163 -0.091 0.085
H 1.3613 1.1165 -1.8033 -0.094 0.072 -0.179
H 2.9152 0.5506 -1.2103 0.017 0.112 0.131
H -2.4960 1.8504 0.2826 -0.161 -0.092 -0.044
H -1.7072 1.3546 -1.2117 -0.039 0.016 -0.085
H -0.7580 2.0667 0.1190 0.075 0.006 -0.142
```
Positions in Å, forces in eV/Å.

Results of the natural (NBO) charge analysis, in e, for atoms 1 through 5: number 1, C, carries 0.37; number 2, C, carries 0.38; number 3, C, carries 0.04; number 4, C, carries -0.65; number 5, C, carries -0.66

=====

Copy entry 5 word for word.
# C5H14N2O2

A 2-piece molecular cluster, C5H14N2O2 overall at a distorted geometry (wB97M-V/def2-TZVPD, the OMol25 dataset).

Summary:
- orbital gap (spin up / spin down) (eV) = 11.82 / 6.58
- 2S+1 = 2
- energy above the lowest of the compared OMol25 structures with the same formula, charge and spin (eV) = 0.183
- charge = +1
- E_LUMO (spin up / spin down) (eV) = -3.38 / -8.42

```
23
Properties=species:S:1:pos:R:3:forces:R:3
N 2.0005 0.6735 -0.9893 -0.050 -0.809 -0.018
C 2.0348 -0.1367 0.1809 0.829 0.626 -0.515
C 1.2214 -1.4476 0.0145 -0.219 -1.134 -0.123
N -0.0062 -1.5377 0.4461 -0.566 0.242 -0.011
C -0.8587 -0.4552 0.9822 -0.214 -0.077 0.054
C -1.6118 0.3001 -0.1010 -0.173 -0.072 0.093
C -2.5703 -0.5793 -0.8983 0.373 -0.122 0.035
O 1.8307 -2.3728 -0.5309 0.244 0.519 0.169
H 2.8089 0.5625 -1.5880 0.048 0.126 -0.008
H 1.1547 0.5958 -1.5443 -0.051 0.314 0.115
H 1.6017 0.3822 1.0278 -0.391 -0.022 0.403
H 3.0579 -0.3866 0.4496 0.044 -0.067 -0.081
H -0.4785 -2.4119 0.2369 0.120 0.045 0.024
H -0.2682 0.2168 1.5867 0.204 0.150 0.108
H -1.5548 -0.9502 1.6569 -0.039 -0.039 0.023
H -2.1434 1.1222 0.3850 -0.018 -0.123 0.030
H -0.8974 0.7893 -0.7572 0.161 0.110 -0.212
H -2.0354 -1.3456 -1.4739 -0.095 0.096 0.076
H -3.2762 -1.0806 -0.2404 -0.094 -0.045 0.065
H -3.1352 0.0121 -1.6050 -0.138 0.123 -0.164
H 1.1712 3.3118 1.3911 -0.118 -0.135 -0.070
H 1.2114 2.2371 0.2853 0.093 0.444 -0.101
O 0.7428 2.5009 1.0853 0.050 -0.153 0.108
```
Positions in Å, forces in eV/Å.

Results of the natural (NBO) charge analysis, in e, for atoms 1 through 5: number 1, N, carries -0.70; number 2, C, carries -0.30; number 3, C, carries 0.63; number 4, N, carries -0.51; number 5, C, carries -0.23

=====

Among the records above, which one has the highest energy above the lowest of the compared OMol25 structures with the same formula, charge and spin?
C5H14N2O